# 1
89
Properties=species:S:1:pos:R:3:forces:R:3 method="wB97M-V/def2-TZVPD" spin_multiplicity=1 e_lumo_ev=1.90 charge=-1 gap_ev=4.8 homo_ev=-2.9
C -1.580551 -1.769793 -1.958192 -0.508 -0.034 0.081
C -3.786230 1.700439 4.095154 0.603 -0.251 0.438
C -1.456342 1.054438 3.948085 -0.176 -0.093 0.326
H -2.812372 1.719881 -0.387450 0.094 0.354 -0.817
C -1.351653 -0.906124 -4.293788 0.899 -1.095 0.398
H 2.882943 0.617630 -2.759357 -0.303 -0.454 -0.284
C -0.886798 -3.258524 2.177929 -0.437 0.211 0.148
H -3.622589 -2.198542 -2.007236 -0.407 -0.439 0.061
C 0.463840 -1.253172 2.169792 -0.224 0.518 0.112
H -1.789804 4.208262 4.538302 0.056 0.103 -0.089
H 1.147162 4.782509 5.545213 0.063 0.066 0.024
H 0.579012 -1.549708 -6.303344 -0.129 -0.162 -0.010
O 2.883482 -0.914211 -0.568026 0.943 -1.287 -1.541
C -1.026531 4.888133 4.137714 -0.406 -0.380 -0.074
C -1.856046 -0.097059 -5.454939 0.063 -0.191 -0.404
H -0.615351 0.765391 3.326861 -0.098 -0.125 0.154
H 0.202521 4.059549 -2.219934 0.388 0.142 0.053
H -3.320576 -4.529141 -1.107957 0.090 -0.330 0.064
C -1.051268 2.630109 -4.138535 -0.629 1.007 -1.019
C -2.664438 -2.619633 -1.744371 0.888 0.247 -0.198
Cl 0.140136 1.123121 0.595955 -0.868 0.060 -0.542
C -2.449480 -3.910361 -1.261632 0.100 0.384 -0.365
H -1.409591 5.393538 3.240951 0.045 -0.141 0.310
H -0.496615 -0.746229 1.960198 0.219 -0.195 0.239
H 2.169062 3.926617 4.342976 -0.199 0.029 0.302
H -1.186710 0.717069 -5.807588 -0.453 -0.608 0.333
C -2.753599 1.049539 3.384483 0.311 0.667 0.756
H -1.199432 -3.260547 3.233437 -0.025 0.068 -0.213
H -4.737899 1.833679 3.606697 -0.189 -0.055 -0.009
C 0.431299 3.649853 2.596017 1.349 -0.129 0.058
H -0.792687 5.629198 4.908798 -0.034 -0.013 -0.243
C -2.425419 2.541610 -1.033753 -0.732 0.359 -0.788
H -1.917428 3.229310 -0.337698 -0.200 -0.170 -0.477
H 1.395350 -4.407852 1.940428 0.036 0.124 -0.116
H -0.818701 -4.303616 1.867522 0.109 0.210 -0.218
C 2.866283 -2.615207 -3.739067 -0.011 0.162 0.260
H -1.939896 -0.825454 -6.283364 -0.358 0.671 0.131
N 2.849589 -1.502482 -2.793060 0.339 -0.268 0.512
C 1.613344 -3.363618 2.177755 -0.120 -0.064 0.147
H 0.436392 -1.367003 -1.416030 -0.129 -0.351 -0.095
H -0.327694 1.145050 5.781169 -0.080 0.129 -0.134
C -0.075787 -3.462883 -1.115801 -0.765 0.030 0.282
H 0.506671 -3.271517 -5.864270 -0.089 0.178 -0.068
C -3.598192 2.037691 5.429361 0.474 0.146 -0.063
C 2.324675 -0.212318 -3.239449 -0.379 0.175 0.128
H 1.849535 -3.011589 -3.895285 0.374 0.080 0.154
H -0.255299 2.011068 -4.612986 -0.645 0.522 0.379
H 2.380443 -2.977266 1.496778 -0.076 -0.042 0.234
C -0.064859 -2.336817 -5.885365 0.207 -0.148 -0.497
H 1.981581 -3.334001 3.210416 0.119 0.085 -0.114
H -3.195926 3.093622 -1.593666 -0.593 0.018 0.784
H -2.812118 -0.213588 -2.811930 0.399 -0.325 -0.185
C -0.566221 -1.984863 -4.531850 -0.688 0.474 0.386
H 1.244696 -0.123496 -3.004227 0.559 0.075 -0.144
C -1.752271 -0.555939 -2.862647 0.306 0.935 1.258
H -1.649462 -2.733850 1.585157 0.174 -0.164 0.252
H -1.005452 -5.412659 -0.810875 0.215 -0.177 0.163
Si -1.188913 2.127974 -2.393139 2.533 0.593 3.748
H 1.023554 3.020821 5.381038 -0.025 0.217 -0.235
C 3.170236 -1.702762 -1.504349 -0.978 1.234 0.744
H -2.235370 1.990397 7.121200 -0.070 0.016 -0.151
H 2.464717 -0.203291 -4.328710 -0.077 0.263 0.271
Ba 2.811977 1.328899 0.892275 -0.075 -0.014 0.028
C -1.143795 -4.373937 -1.057896 -0.313 0.671 -0.044
N 0.190099 4.170025 3.805643 0.234 -0.076 -0.069
H 0.934069 -3.757977 -0.846698 -0.098 -0.043 0.033
C -1.287948 1.325045 5.297434 -0.303 0.316 0.107
O -0.923266 0.514189 -2.333572 -0.269 -1.960 -1.185
C 0.303940 3.110431 -1.674831 -0.162 -0.142 -0.666
O 1.488224 -0.628569 2.488186 0.225 -0.903 -0.107
H 3.513823 -3.399828 -3.324338 -0.197 0.101 -0.318
N 0.394954 -2.587926 2.024756 0.679 -0.308 0.126
H -0.438456 3.644445 1.912662 0.515 -0.048 -0.026
H -0.908014 -2.475637 -6.570443 0.166 -0.054 -0.156
H 3.691252 -2.652454 -1.307034 -0.116 0.029 -0.011
H 1.287893 2.672827 -1.904168 -0.246 0.317 -0.037
C -2.364544 1.800721 6.057188 -0.090 -0.001 0.036
C 1.190625 3.961145 4.833307 0.217 -0.018 0.073
H -2.842841 0.329046 -5.209091 0.354 -0.079 -0.263
H -0.772673 3.712530 -4.206099 -0.333 -0.930 -0.064
H -2.037808 2.463537 -4.590050 0.416 0.167 -0.618
H 0.265477 3.328684 -0.600162 -0.095 -0.229 -0.489
C -0.336400 -2.139782 -1.462280 0.618 0.274 -0.265
H -0.308450 -2.720788 -3.763947 -0.192 0.676 -0.044
H -4.409420 2.494792 5.985075 -0.026 -0.052 0.072
Se -3.071321 0.075186 1.875643 -0.676 -0.693 -1.358
Cl 3.928998 2.643016 -1.566206 0.270 -0.135 0.203
H 3.238506 -2.267481 -4.711561 0.087 -0.150 0.281
O 1.577752 3.224375 2.306087 -1.447 0.421 0.168


# 2
12
Properties=species:S:1:pos:R:3:forces:R:3 method="wB97M-V/def2-TZVPD" spin_multiplicity=1 e_lumo_ev="-0.87 / -1.92" gap_ev="8.2 / 7.8" homo_ev="-9.1 / -9.7"
O -0.345372 2.129803 0.535925 -0.255 -0.971 -0.476
Br -5.435645 -0.041466 0.013306 1.679 0.414 -0.339
H -3.012374 0.291675 -2.457849 -0.342 -0.042 0.847
H 1.817947 1.122254 -0.583339 -0.675 -0.380 0.035
C -3.570179 0.171874 -0.284900 -2.063 -0.690 -0.440
H -0.785985 -1.285384 0.399491 -0.351 2.844 0.278
H 1.013641 -0.472701 -0.625192 0.490 -1.023 -0.451
H 1.770606 0.223238 0.796276 1.286 -1.017 2.712
C -0.143478 0.950868 0.297964 0.090 0.699 1.427
C -1.140437 -0.137439 0.431994 0.090 -3.275 -0.393
C 1.197991 0.382887 -0.027982 -0.477 2.311 -2.964
C -2.461350 -0.074729 0.232965 0.527 1.131 -0.236


# 3
16
Properties=species:S:1:pos:R:3:forces:R:3 method="wB97M-V/def2-TZVPD" spin_multiplicity=1 e_lumo_ev=0.57 smiles="[H]/N=C/C=C=C(C)C" gap_ev=8.7 homo_ev=-8.2
H 1.739907 1.714639 0.635162 0.088 -0.126 -0.239
C 0.877684 -0.002319 -0.472003 -0.078 -0.295 0.599
C -1.094965 0.145921 1.187503 -0.062 -0.257 -0.159
C 1.933108 0.661486 0.412726 0.459 0.166 -0.117
N -2.872776 0.160559 -0.348772 -0.282 0.161 0.401
H 1.931745 0.122231 1.375406 0.233 0.265 -0.334
H -3.876436 0.304036 -0.431398 -0.048 0.150 -0.035
H 1.523278 -1.920290 -1.199618 0.069 0.013 -0.063
C 1.213075 -0.949877 -1.598606 0.040 -0.057 0.069
C -0.227781 0.014587 0.207154 -0.091 -0.116 -0.086
H 2.912786 0.527133 -0.035564 0.236 0.266 -0.052
H 2.030855 -0.566938 -2.219939 -0.119 0.033 0.207
H 0.353703 -1.117992 -2.255454 0.098 0.088 0.255
H -3.158007 0.613089 1.682135 -0.143 0.158 -0.118
H -0.797909 -0.088313 2.211050 -0.235 -0.512 -0.198
C -2.488268 0.382048 0.850218 -0.166 0.062 -0.131


# 4
74
Properties=species:S:1:pos:R:3:forces:R:3 method="wB97M-V/def2-TZVPD" spin_multiplicity=1 e_lumo_ev=-0.81 smiles="O=C(COC(=O)/C=C/C(=O)OCC(=O)N[C@]12C[C@H]3C[C@H](C[C@H](C3)C1)C2)N[C@]12C[C@H]3C[C@H](C[C@H](C3)C1)C2" gap_ev=8.9 homo_ev=-9.7
C 1.408609 -0.558078 -2.267368 -0.024 0.080 -0.109
C 2.558744 2.601548 -3.352683 -0.011 -0.053 -0.010
H 1.056338 1.231429 -5.191363 -0.028 0.009 -0.072
C -4.976844 0.040601 1.067826 -0.239 -0.034 0.050
C -2.231563 1.053946 1.084887 -0.113 0.002 -0.080
H -3.516264 -0.118500 -1.894675 -0.009 -0.011 -0.086
H 5.504448 -2.431093 0.296352 -0.131 -0.003 0.019
H 2.048241 3.261875 -4.056553 -0.006 0.077 -0.031
H -1.049978 -0.285720 5.947635 0.070 0.040 -0.104
C 4.434393 -2.632279 0.211191 0.089 -0.444 -0.589
H 1.124959 -2.430179 3.255100 -0.036 0.002 0.008
H 3.484663 3.092371 -3.045025 0.049 0.060 -0.008
C 2.714769 -2.725625 1.821249 -0.124 -0.227 -0.149
C 2.394688 1.445514 -1.145245 -0.031 -0.001 -0.137
H 1.640610 -1.515296 -2.735821 0.003 -0.053 0.022
H 3.321022 1.921327 -0.814224 0.079 -0.007 0.057
C -1.723673 0.646450 4.109492 0.667 -0.310 0.368
O 2.319163 -3.784693 1.408774 0.044 0.203 0.108
C -4.788766 -1.237379 0.251376 0.016 0.052 0.017
C -2.643880 -0.157576 1.927459 0.033 0.137 0.219
H -0.219828 1.244905 5.534519 -0.138 -0.188 -0.092
C 2.299635 -0.678339 3.170643 0.070 -0.319 -0.202
C -2.452232 -1.435405 1.109933 -0.103 0.083 -0.051
H 1.443433 3.310588 -1.646004 0.024 -0.068 -0.015
C 0.683299 0.356331 -3.253383 -0.248 -0.100 -0.054
H -1.174505 0.968762 0.815839 0.072 -0.033 0.012
C -0.621822 0.308614 5.137627 -0.366 0.613 0.195
C 1.574990 0.595695 -4.470694 0.011 0.012 0.032
H -0.162039 2.342524 -3.278770 -0.065 0.056 -0.017
O -2.428085 1.619979 4.246589 -0.212 0.365 0.138
C 1.990320 -1.932176 2.841698 -0.079 0.324 0.191
H -4.244513 0.877815 2.924819 -0.001 -0.043 0.026
H -5.095638 -2.104926 0.839648 -0.049 -0.060 0.010
C 2.712435 0.110887 -1.820216 0.124 -0.230 -0.004
N -1.794605 -0.250484 3.114402 0.032 -0.482 -0.423
C 1.449097 0.191281 4.016942 0.007 0.295 -0.013
H -2.357427 1.960845 1.677614 0.036 0.030 0.035
C -2.907813 -0.163872 -0.989332 -0.028 0.027 0.050
H 1.765190 1.278115 -0.266132 -0.023 -0.045 0.090
C 1.668264 2.356817 -2.135703 -0.064 0.230 0.132
H -3.177848 -2.287968 -0.728763 0.002 0.052 0.053
O 1.648908 1.369444 4.158890 -0.002 -0.228 -0.049
H -4.705843 2.165383 0.809018 -0.042 0.078 0.002
H -0.282813 1.534187 -1.716266 -0.092 -0.006 0.065
H 0.779522 -0.751946 -1.393556 -0.008 -0.008 0.080
H -5.412700 -1.202865 -0.643930 -0.052 -0.041 -0.050
H 1.798185 -0.354983 -4.958134 -0.009 -0.046 -0.076
C 3.887261 -1.964477 -1.069200 0.152 -0.191 0.786
N 3.397503 -0.736074 -0.844376 -0.198 0.576 0.199
C 2.873815 1.265928 -4.025043 0.153 0.090 -0.173
H 3.514247 1.437423 -4.896509 -0.027 -0.017 0.047
O 3.815595 -2.100328 1.375898 0.233 0.229 0.308
H -2.800908 1.980504 -0.773485 -0.004 -0.041 0.034
H 3.423212 -0.394749 0.105140 -0.010 -0.117 -0.086
C -3.320117 -1.370276 -0.147719 0.051 -0.225 -0.147
H 3.843098 -0.599015 -3.507255 0.038 0.020 0.026
C 0.366880 1.691472 -2.579984 0.047 -0.035 -0.029
C 3.605214 0.356072 -3.039277 -0.088 0.033 -0.139
C -4.565055 1.250624 0.230567 0.018 -0.029 0.009
H -1.400456 -1.543817 0.828544 0.101 -0.003 0.019
H -0.249034 -0.123553 -3.570810 0.046 0.016 0.022
H 4.262635 -3.709882 0.139581 0.048 0.244 -0.036
H 3.171869 -0.184407 2.766932 0.021 0.007 -0.029
H -1.864311 -0.264938 -1.295797 0.092 0.004 -0.060
H -5.190432 1.315743 -0.662282 -0.052 0.041 -0.042
H 4.540582 0.819985 -2.717609 0.058 0.008 0.053
C -4.115279 -0.024850 2.327976 -0.094 0.076 -0.117
H -2.734418 -2.303390 1.710767 0.018 -0.052 0.080
O 0.409765 -0.472200 4.546987 0.087 -0.421 0.138
C -3.097693 1.113923 -0.172361 0.094 0.195 -0.169
H -1.133572 -1.013065 3.132373 -0.025 0.140 0.035
H -6.028228 0.137716 1.357917 0.057 -0.002 -0.005
H -4.404069 -0.882137 2.940516 0.017 -0.054 0.055
O 3.936647 -2.530084 -2.137175 0.073 -0.276 -0.340


Number 1: E -5236.077798 hartree. Number 2: E -2842.526459 hartree. Number 3: E -288.662152 hartree. Number 4: E -1650.835017 hartree.